Record 1
The following is a quantum chemistry calculation of a molecular structure, C33H27AuN7O3Se in a non-equilibrium geometry, from the Open Molecules 2025 dataset.

Geometry as XYZ:
```
72
Properties=species:S:1:pos:R:3:forces:R:3:mulliken_charge:R:1
Au 2.143451 0.010325 2.159908 1.617 0.720 0.133 1.387
O 0.287352 -0.346035 3.116155 1.228 0.455 -1.305 -1.056
C 0.089569 -0.590616 4.402018 0.326 -0.186 1.018 1.110
C -1.162322 -1.132357 4.776265 -0.027 0.083 -0.456 -0.383
C -1.487467 -1.417489 6.078075 0.170 0.069 0.075 -0.749
C -0.576933 -1.171638 7.105197 0.014 0.017 0.049 -0.795
C 0.641642 -0.634218 6.782052 0.023 0.005 0.043 -0.841
C 0.997296 -0.329056 5.457656 -0.300 -0.148 -0.223 0.270
C 2.303857 0.221962 5.206930 -0.195 -0.025 0.248 1.238
N 2.917163 0.336766 4.036130 -0.552 -0.178 -0.949 -0.336
C 4.152159 0.912513 4.233325 0.397 0.235 -0.044 -0.373
C 4.295700 1.146835 5.555717 0.051 -0.034 -0.239 -0.581
N 3.134661 0.707186 6.152876 0.016 -0.056 -0.295 -0.086
H -1.880950 -1.302960 3.991587 0.000 -0.060 -0.076 0.263
H -2.452226 -1.851559 6.303752 -0.039 0.055 -0.038 0.425
H -0.820869 -1.397894 8.133118 0.014 -0.028 -0.001 0.408
H 1.356898 -0.472343 7.578516 0.008 0.006 0.012 0.285
H 4.818712 1.095199 3.410694 0.010 0.025 0.044 0.481
H 5.113892 1.580128 6.100183 -0.018 -0.032 0.074 0.426
H 2.930406 0.757818 7.134830 -0.090 0.006 0.017 0.181
C -2.562234 4.320312 -3.696917 -0.015 0.045 -0.040 -0.858
O -1.354554 4.323824 -2.955244 -0.188 0.142 0.142 -0.410
C -0.259859 3.754785 -3.484704 0.382 -0.202 -0.119 0.894
C 0.885839 3.793220 -2.675868 -0.101 0.067 0.016 -0.769
C 2.041518 3.173269 -3.076206 -0.047 -0.013 -0.313 0.022
C 2.092506 2.503994 -4.314170 -0.780 0.251 0.852 -0.334
C 0.987801 2.567400 -5.160853 0.415 -0.256 0.197 -0.480
C -0.190024 3.161561 -4.744182 -0.366 0.184 0.111 -0.327
N 3.229895 1.845539 -4.780968 0.598 0.440 -0.528 -0.485
N 4.132365 1.402033 -4.054064 0.704 -0.979 -1.601 -0.476
C 4.093302 1.056896 -2.730362 -0.211 0.243 1.787 -0.153
C 5.256500 1.222960 -1.979730 -0.685 0.243 -1.002 -0.441
C 5.264435 1.080762 -0.603875 -0.578 -0.249 1.318 -0.719
C 4.101701 0.734082 0.095084 0.316 0.145 -2.305 1.058
O 4.028060 0.734592 1.392017 -1.748 -0.802 2.221 -0.732
C 2.971955 0.352011 -0.679296 0.992 0.352 0.065 0.310
N 1.936932 -0.201799 0.004181 -1.102 -0.175 1.260 -0.966
C 0.902679 -0.686661 -0.653540 0.139 -0.013 0.099 0.970
C 0.844681 -0.676736 -2.049660 0.346 0.129 -0.189 -0.967
C 1.863455 -0.091897 -2.763643 -0.384 -0.176 0.103 -0.492
C 2.955314 0.472987 -2.083388 0.309 -0.037 -0.004 0.671
H -3.308065 4.757130 -3.039343 -0.022 -0.012 -0.035 0.240
H -2.861626 3.304379 -3.966070 0.017 0.001 -0.001 0.328
H -2.476992 4.931554 -4.598095 0.028 -0.038 -0.016 0.362
H 0.832047 4.325067 -1.735356 -0.013 0.003 0.011 0.463
H 2.926375 3.226908 -2.455920 -0.050 0.010 0.031 0.466
H 1.061080 2.111630 -6.139382 0.001 -0.004 -0.023 0.478
H -1.045576 3.173018 -5.405092 0.024 -0.002 -0.005 0.442
H 6.142159 1.552696 -2.506015 0.025 0.028 0.031 0.456
H 6.153805 1.287003 -0.023968 0.067 -0.004 -0.068 0.447
H 0.107732 -1.113189 -0.049583 0.024 0.052 -0.177 -0.660
H 0.010002 -1.146245 -2.549004 -0.045 0.006 0.036 0.522
H 1.841594 -0.102159 -3.845184 0.019 0.053 0.013 0.685
C -3.458161 -0.493302 -1.016376 -0.003 0.199 -0.126 -1.140
N -3.509234 -1.885291 -0.637870 0.162 -0.212 0.206 0.433
C -2.747974 -2.453785 0.329490 0.069 0.031 0.024 -0.133
Se -1.487735 -1.638314 1.396983 -0.640 -0.304 0.223 -0.422
N -3.073198 -3.764653 0.375821 -0.118 0.078 -0.186 0.050
C -4.031233 -4.060918 -0.581499 -0.124 0.081 -0.176 0.279
C -4.642277 -5.247427 -0.950374 0.066 0.048 0.028 -0.848
C -5.561754 -5.183469 -1.984880 -0.008 -0.047 0.074 -0.472
C -5.858236 -3.977509 -2.620104 -0.052 0.011 -0.036 -0.646
C -5.237262 -2.792989 -2.257995 0.057 0.097 0.006 -0.551
C -4.313036 -2.855122 -1.227121 -0.097 -0.307 -0.009 0.732
H -2.741084 0.008482 -0.372038 -0.011 -0.028 0.030 0.349
H -4.434235 -0.024180 -0.894138 -0.025 -0.065 -0.014 0.325
H -3.135516 -0.395962 -2.054189 -0.048 -0.022 -0.012 0.392
H -2.662061 -4.409277 1.027882 0.104 0.074 0.039 0.240
H -4.396591 -6.178810 -0.458872 -0.058 -0.026 -0.005 0.397
H -6.063853 -6.085857 -2.304480 0.002 -0.009 0.001 0.392
H -6.593588 -3.971250 -3.412590 0.021 0.025 -0.027 0.386
H -5.459765 -1.863858 -2.764236 -0.022 0.014 0.006 0.420
```
Positions in Å, forces in eV/Å.

## Properties
- E_LUMO (eV) = -5.2
- HOMO (eV) = -9.5
- spin multiplicity = 1
- molecular weight (g mol⁻¹) = 845.6
- charge = +1
- ΔE to the lowest compared entry with this formula, charge and spin (kJ/mol) = 192.1
- DFT total energy (a.u.) = -4419.5779
- orbital gap (eV) = 4.338

=====

Record 2
The following is a quantum chemistry calculation of a molecular structure, C33H27BrCuN6O3S3, from the Open Molecules 2025 dataset.

Geometry as XYZ:
```
74
Properties=species:S:1:pos:R:3:forces:R:3:mulliken_charge:R:1
Cu 0.997427 0.281954 -0.358942 0.147 0.228 -0.408 0.865
N 3.433827 2.648554 -0.947842 0.338 0.296 0.048 -0.019
C 3.873627 1.363954 -0.810442 0.472 -0.255 -0.157 0.827
C 5.275727 1.215454 -0.799942 -0.042 -0.137 0.021 -0.912
C 5.837327 -0.030746 -0.681042 -0.350 0.135 -0.012 -0.514
C 4.981927 -1.121246 -0.576842 -0.039 -0.002 0.012 -1.152
C 3.624527 -0.891746 -0.612042 0.587 -0.530 -0.007 -0.243
N 3.058127 0.309554 -0.740042 -0.198 0.286 0.012 0.198
C 2.191727 3.225254 -0.853742 -0.481 0.559 -0.142 0.753
C 2.160527 4.626354 -0.759842 -0.016 -0.158 0.037 -0.812
C 0.946927 5.271954 -0.732942 0.004 -0.264 -0.052 -0.588
C -0.208373 4.506354 -0.820542 -0.005 -0.029 0.019 -1.248
C -0.080973 3.134354 -0.924842 -0.299 0.394 -0.103 -0.397
N 1.085627 2.496954 -0.938342 0.446 -0.411 -0.021 0.389
H 4.181127 3.328654 -0.891242 -0.194 -0.237 -0.026 0.133
H 5.899327 2.093954 -0.877442 0.015 0.086 -0.008 0.406
H 6.908727 -0.156246 -0.670742 0.110 0.019 0.018 0.426
H 5.363727 -2.123246 -0.469442 -0.046 -0.114 -0.002 0.503
H 2.925327 -1.707246 -0.552242 0.163 0.048 0.046 0.847
H 3.084827 5.181054 -0.705942 0.117 0.049 0.022 0.392
H 0.900527 6.349154 -0.659042 0.000 0.042 0.026 0.420
H -1.182973 4.964354 -0.803542 -0.154 -0.027 -0.030 0.510
H -0.948773 2.504554 -1.034742 -0.022 0.016 0.007 0.790
O -0.654273 0.022654 -1.103442 0.287 0.244 0.051 -0.951
C -1.991273 0.001654 -0.814042 -0.664 -0.076 -0.067 3.889
C -2.401873 0.352354 0.606058 0.127 0.158 0.229 -0.776
C -3.438373 -0.184446 1.306358 0.130 0.046 -0.153 0.033
C -3.678873 0.462254 2.537658 -0.003 0.190 0.140 -1.279
C -2.835573 1.502054 2.749058 0.295 0.176 -0.196 -0.583
S -1.722473 1.703154 1.448758 -0.514 -0.288 0.180 -0.058
C -2.702173 1.024954 -1.698942 -0.217 0.167 -0.085 -1.106
C -2.300873 1.449054 -2.927942 -0.006 -0.190 0.222 -0.633
C -3.170873 2.408154 -3.495842 -0.106 0.110 -0.125 -0.692
C -4.225773 2.690854 -2.691442 -0.191 -0.134 0.384 -0.644
S -4.178073 1.795054 -1.218142 0.372 0.102 -0.554 -0.109
C -2.576673 -1.363846 -1.143742 0.209 -0.088 -0.061 -0.915
C -3.453373 -1.674046 -2.138542 0.074 0.206 0.160 -0.778
C -3.783173 -3.045946 -2.182242 -0.068 -0.239 -0.013 -0.829
C -3.144073 -3.754746 -1.219242 0.337 0.140 0.259 -0.814
S -2.113873 -2.764946 -0.251842 -0.650 -0.343 -0.426 0.462
H -4.016173 -1.022646 0.965058 -0.063 -0.163 -0.137 0.663
H -4.453373 0.164054 3.221158 -0.138 -0.005 0.176 0.459
H -2.800373 2.181154 3.577258 0.014 0.098 0.255 0.512
H -1.405773 1.083354 -3.397742 0.200 -0.070 -0.024 0.523
H -3.010073 2.862454 -4.459442 -0.025 0.090 -0.110 0.415
H -5.032573 3.377554 -2.863642 -0.121 0.129 -0.089 0.468
H -3.870973 -0.939646 -2.802642 -0.048 0.160 -0.128 0.572
H -4.470473 -3.467546 -2.894142 -0.125 -0.136 -0.093 0.441
H -3.224073 -4.803446 -1.006742 0.003 -0.237 -0.004 0.525
C -0.800273 -1.484646 4.411158 -0.263 -0.290 -0.077 -0.914
N 0.134827 -0.656446 3.686658 -0.037 -0.038 -0.360 0.371
C 0.986027 0.182554 4.317258 0.345 0.363 -0.045 -0.183
C 1.816827 0.983754 3.630558 0.045 0.031 0.146 -1.109
C 1.804827 0.945054 2.183458 0.010 -0.018 0.679 0.295
O 2.513827 1.680954 1.499958 0.145 0.352 0.081 -0.505
N 0.967427 0.043054 1.595258 0.295 -0.012 -0.387 0.699
C 0.107827 -0.736646 2.281158 0.063 -0.098 0.732 -0.101
O -0.670373 -1.520446 1.768158 -0.081 -0.222 -0.031 -0.331
H -0.730873 -1.258646 5.473358 -0.006 0.027 -0.026 0.360
H -0.576073 -2.539446 4.243358 -0.049 0.010 0.053 0.246
H -1.811473 -1.295746 4.045458 0.055 -0.017 0.112 0.237
H 0.963527 0.167054 5.397758 -0.073 -0.003 0.054 0.353
H 2.492327 1.667754 4.111058 0.065 0.050 0.143 0.488
Br 0.953527 -5.696646 1.689358 -0.056 0.088 -0.059 -0.195
C 0.866427 -4.567846 0.170958 0.134 -0.084 0.008 -0.411
C 0.616127 -5.095246 -1.084242 0.049 0.144 0.156 -0.200
C 0.602727 -4.216646 -2.154842 0.002 0.015 -0.001 -0.905
C 0.831527 -2.868646 -1.920642 -0.082 -0.219 -0.264 -0.484
N 1.089227 -2.384846 -0.716342 -0.075 0.240 -0.088 0.420
C 1.113827 -3.211146 0.311958 0.059 -0.349 0.226 -0.382
H 0.457127 -6.156746 -1.215642 -0.039 0.011 -0.013 0.449
H 0.429627 -4.584846 -3.153242 -0.067 0.041 -0.125 0.410
H 0.829127 -2.144046 -2.723442 -0.096 -0.009 -0.125 0.377
H 1.358027 -2.782946 1.271658 -0.007 -0.056 0.118 0.641
```
Positions in Å, forces in eV/Å.

## Properties
- E_LUMO (alpha / beta) (eV) = 0.5 / -0.2
- HOMO (alpha / beta) (eV) = -7.9 / -7.9
- spin multiplicity = 2
- molecular weight (g mol⁻¹) = 795.3
- DFT total energy (a.u.) = -7237.0853
- orbital gap (alpha / beta) (eV) = 8.454 / 7.648